Density functional theory data (ωB97M-V/def2-TZVPD) for a cluster of 2 separate species, C2H7O in total.

Its HOMO-LUMO gap is 6.5 eV. The HOMO energy comes out at -0.0762 hartree. The value obtained for the max |F| is 0.56 eV/Å. As for the energy: -4234.2098 eV. The charge is -1. For the energy above the lowest of the compared OMol25 structures with the same formula, charge and spin, the calculation gives 2.1 kcal per mole.

Geometry as XYZ:
```
10
Properties=species:S:1:pos:R:3:forces:R:3
O -2.191397 -0.368425 -0.470260 0.02 0.01 0.03
H -3.084874 -0.732445 -0.474466 0.03 0.02 -0.04
C 0.611602 0.646395 0.436793 0.29 0.42 -0.03
C 1.798555 -0.239769 0.079535 -0.23 -0.17 0.46
H 1.010288 1.642575 0.676021 -0.18 0.02 -0.02
H -0.150667 0.741881 -0.342098 0.06 -0.31 0.14
H 0.109532 0.272162 1.321065 -0.22 -0.06 0.07
H 2.532471 -0.216367 0.886156 0.33 0.30 -0.04
H 2.253943 0.076052 -0.854184 0.22 -0.11 -0.12
H 1.536268 -1.292989 0.038113 -0.32 -0.11 -0.44
```
Positions in Å, forces in eV/Å.